[1]
Computed, not measured: C11H24NO2PS2V as an isolated structure in a non-equilibrium geometry, with the ωB97M-V functional and the def2-TZVPD basis.

Kohn-Sham gap ... 2.90 eV
LUMO energy ... -14.3 eV
Total charge ... +3

CARTESIAN COORDINATES (ANGSTROEM)
1 C 5.456 3.014 -0.351
2 C 4.098 2.243 -0.220
3 O 3.553 1.960 -1.507
4 C 4.257 0.872 0.554
5 P 2.588 -0.109 0.302
6 C 0.851 -0.954 0.062
7 C 0.874 -2.488 0.452
8 C -0.133 -3.316 -0.439
9 S -1.882 -3.323 0.091
10 C -2.722 -1.889 -0.686
11 S -2.162 -1.335 -2.145
12 N -3.839 -1.390 0.056
13 C -3.482 -0.514 1.183
14 C -3.319 1.021 0.798
15 O -3.574 1.322 -0.541
16 C -4.878 0.780 -0.820
17 C -4.870 -0.799 -0.816
18 H 6.300 2.338 -0.604
19 H 5.325 3.777 -1.154
20 H 5.642 3.578 0.586
21 H 3.324 2.851 0.309
22 H 4.297 1.855 -2.116
23 H 4.527 1.015 1.621
24 H 5.050 0.276 0.035
25 H 1.898 1.159 0.348
26 H 2.798 -0.810 1.541
27 H 3.074 -0.588 -0.959
28 H 0.587 -0.856 -1.014
29 H 0.124 -0.444 0.733
30 H 0.654 -2.565 1.537
31 H 1.915 -2.835 0.243
32 H 0.212 -4.377 -0.407
33 H -0.015 -2.981 -1.496
34 H -4.219 -0.672 1.997
35 H -2.490 -0.857 1.575
36 H -2.233 1.344 1.011
37 H -3.973 1.611 1.523
38 H -5.304 1.177 -1.766
39 H -5.599 1.099 -0.024
40 H -5.858 -1.093 -0.381
41 H -4.866 -1.190 -1.849
42 V -1.985 2.097 2.738

=====

[2]
Computed, not measured: C11H25BrNO7PTa as an isolated structure in a non-equilibrium geometry, with the ωB97M-V functional and the def2-TZVPD basis.

Kohn-Sham gap ... 5.78 eV
LUMO energy ... 2.4 eV
Total charge ... -1

CARTESIAN COORDINATES (ANGSTROEM)
1 N 1.033 0.220 -4.274
2 P -0.473 -0.736 -4.251
3 O 0.003 -2.439 -4.317
4 Ta -1.783 -0.468 -2.038
5 C -0.240 1.092 -1.163
6 C 0.164 0.514 0.317
7 C 1.689 0.860 0.808
8 Br 3.126 0.444 -0.520
9 H 1.622 -0.188 -5.048
10 H 0.834 1.212 -4.599
11 H -0.697 -2.923 -4.882
12 H -2.844 0.905 -2.670
13 H -3.005 -1.721 -2.641
14 H -0.767 -1.870 -1.312
15 H -2.645 -0.352 -0.367
16 H 0.662 1.287 -1.885
17 H -0.838 2.124 -1.109
18 H -0.577 1.023 1.092
19 H -0.051 -0.639 0.351
20 H 1.898 0.161 1.754
21 H 1.750 1.969 1.242
22 C 0.616 -7.002 0.524
23 C -0.419 -5.897 0.599
24 C -0.779 -5.324 -0.738
25 O -1.163 -4.000 -0.413
26 C -0.495 -3.671 0.733
27 O -0.432 -2.545 1.196
28 O 0.098 -4.770 1.289
29 H 0.809 -7.406 1.524
30 H 0.282 -7.818 -0.123
31 H 1.574 -6.622 0.152
32 H -1.308 -6.247 1.138
33 H -1.608 -5.860 -1.209
34 H 0.062 -5.281 -1.438
35 C 1.594 6.392 3.112
36 C 0.274 5.659 2.988
37 C 0.353 4.423 2.145
38 O -0.963 4.311 1.634
39 C -1.478 5.576 1.608
40 O -2.516 5.887 1.049
41 O -0.675 6.449 2.288
42 H 1.482 7.262 3.768
43 H 2.372 5.743 3.525
44 H 1.927 6.775 2.142
45 H -0.134 5.442 3.982
46 H 0.614 3.538 2.733
47 H 1.049 4.509 1.303

=====

[3]
Computed, not measured: C11H25MgN5O7 as an isolated structure in a non-equilibrium geometry, with the ωB97M-V functional and the def2-TZVPD basis.

Kohn-Sham gap (alpha / beta) ... 4.60 / 4.58 eV
LUMO energy (alpha / beta) ... -1.7 / -1.7 eV

CARTESIAN COORDINATES (ANGSTROEM)
1 O 0.019 -1.280 -3.349
2 H -0.248 -1.789 -4.133
3 Mg -0.250 0.114 -0.310
4 N 1.115 -1.224 -1.184
5 N -1.006 -1.893 0.053
6 N 0.301 2.111 -0.450
7 N -1.615 1.128 0.922
8 O 2.241 -0.818 -1.500
9 O 1.545 2.593 -0.943
10 O -2.363 0.446 1.931
11 O -1.997 -2.111 0.849
12 C -0.403 -2.920 -0.614
13 C 0.800 -2.558 -1.268
14 C -0.338 2.979 0.318
15 C -1.444 2.434 1.088
16 C 1.719 -3.461 -1.994
17 H 1.815 -3.149 -3.039
18 H 1.381 -4.496 -1.957
19 H 2.699 -3.409 -1.510
20 C -0.959 -4.291 -0.590
21 H -1.937 -4.320 -1.074
22 H -1.069 -4.619 0.445
23 H -0.309 -4.996 -1.103
24 C 0.156 4.374 0.506
25 C -2.192 3.317 2.036
26 H 0.837 4.613 -0.315
27 H 0.693 4.487 1.460
28 H -0.670 5.094 0.525
29 H -2.805 2.696 2.689
30 H -2.841 4.023 1.499
31 H -1.501 3.920 2.640
32 H 1.809 1.902 -1.606
33 H -2.310 -0.508 1.596
34 C -1.577 0.161 -1.981
35 H -1.069 -0.378 -2.860
36 H -1.831 1.224 -2.138
37 H -2.484 -0.376 -1.662
38 O 1.547 0.667 -3.877
39 H 1.043 -0.211 -3.748
40 H 0.797 1.295 -3.822
41 C 2.478 -0.311 3.276
42 C 1.153 -0.051 2.595
43 N 0.134 0.239 3.427
44 O 1.017 -0.090 1.355
45 H 2.390 -0.173 4.361
46 H 3.238 0.380 2.892
47 H 2.796 -1.344 3.080
48 H -0.825 0.326 3.061
49 H 0.317 0.250 4.423

=====

[4]
Computed, not measured: a 2-piece molecular cluster, C11H25N2O3S overall in a non-equilibrium geometry, with the ωB97M-V functional and the def2-TZVPD basis.

Kohn-Sham gap ... 9.18 eV
LUMO energy ... -2.8 eV
Total charge ... +1

CARTESIAN COORDINATES (ANGSTROEM)
1 C -1.550 -3.254 2.593
2 C -2.085 -2.885 1.185
3 C -1.254 -3.374 0.017
4 O -1.717 -3.390 -1.032
5 O 0.059 -3.770 0.194
6 C 1.016 -2.792 -0.217
7 C 1.361 -1.881 0.978
8 N 1.370 -0.407 0.639
9 C 1.984 0.337 1.807
10 C 1.264 1.632 2.278
11 N 0.186 2.132 1.435
12 C -0.688 0.975 1.174
13 C 0.054 0.103 0.150
14 H -1.146 -2.373 3.085
15 H -0.717 -3.937 2.460
16 H -2.294 -3.728 3.214
17 H -3.073 -3.317 1.088
18 H -2.239 -1.817 1.081
19 H 1.890 -3.367 -0.496
20 H 0.673 -2.245 -1.095
21 H 0.747 -2.081 1.847
22 H 2.386 -2.099 1.264
23 H 2.022 -0.334 -0.141
24 H 2.001 -0.351 2.642
25 H 3.026 0.535 1.596
26 H 0.881 1.479 3.281
27 H 1.994 2.430 2.367
28 H 0.568 2.371 0.523
29 H -1.627 1.265 0.718
30 H -0.845 0.415 2.091
31 H -0.638 -0.667 -0.175
32 H 0.265 0.714 -0.732
33 C 0.331 4.460 -3.233
34 S -0.185 2.818 -2.725
35 O 0.951 1.880 -2.978
36 C -1.390 2.581 -4.034
37 H 1.119 4.793 -2.561
38 H 0.710 4.425 -4.254
39 H -0.516 5.142 -3.165
40 H -0.899 2.667 -5.003
41 H -2.178 3.328 -3.940
42 H -1.819 1.587 -3.928

=====

[5]
Computed, not measured: a 3-piece molecular cluster, C11H25N2O9P2S overall in a non-equilibrium geometry, with the ωB97M-V functional and the def2-TZVPD basis.

Kohn-Sham gap ... 1.92 eV
LUMO energy ... -0.7 eV
Total charge ... -1

CARTESIAN COORDINATES (ANGSTROEM)
1 C 0.397 0.779 -1.183
2 C -0.287 1.678 -2.381
3 C -0.291 3.269 -1.907
4 S -1.346 3.556 -0.342
5 C -2.950 2.604 -0.759
6 N -3.491 1.373 -0.050
7 N -4.657 1.086 -0.794
8 C -4.836 2.093 -1.924
9 O -3.746 3.096 -1.904
10 H 1.369 1.295 -0.784
11 H -0.374 0.540 -0.335
12 H 0.347 1.530 -3.374
13 H -1.354 1.252 -2.609
14 H -0.842 3.905 -2.753
15 H 0.820 3.622 -1.775
16 H -5.756 1.958 -2.639
17 C 0.723 4.671 2.536
18 O 0.731 4.120 3.844
19 P 2.153 3.312 4.408
20 O 2.996 4.565 4.144
21 O 2.156 2.354 3.063
22 C 1.106 1.418 2.911
23 O 3.575 2.505 4.972
24 C 3.361 1.219 5.516
25 H 0.394 5.712 2.596
26 H 1.698 4.630 2.045
27 H 0.000 4.115 1.932
28 H 0.636 1.572 1.935
29 H 0.349 1.525 3.693
30 H 1.519 0.405 2.945
31 H 3.180 0.496 4.717
32 H 2.514 1.235 6.206
33 H 4.259 0.915 6.060
34 C 2.245 -5.360 -2.427
35 O 1.181 -5.075 -3.323
36 P 0.004 -3.887 -2.879
37 O 1.102 -2.834 -2.699
38 O -0.254 -4.663 -1.444
39 C -0.858 -5.941 -1.479
40 O -1.173 -2.699 -2.436
41 C -2.519 -3.113 -2.554
42 H 3.190 -5.293 -2.972
43 H 2.277 -4.687 -1.567
44 H 2.127 -6.386 -2.066
45 H -0.224 -6.646 -0.934
46 H -0.993 -6.300 -2.504
47 H -1.834 -5.893 -0.983
48 H -2.781 -3.784 -1.733
49 H -2.680 -3.612 -3.512
50 H -3.162 -2.231 -2.498

=====

[6]
Computed, not measured: C11H25NO6SSi2 as an isolated structure in a non-equilibrium geometry, with the ωB97M-V functional and the def2-TZVPD basis.

Kohn-Sham gap ... 10.29 eV
LUMO energy ... 0.1 eV

CARTESIAN COORDINATES (ANGSTROEM)
1 C 3.996 2.711 0.049
2 C 4.097 1.184 -0.105
3 C 3.760 0.415 1.157
4 O 3.398 0.979 2.113
5 O 3.877 -0.950 1.191
6 C 2.716 -1.589 0.650
7 C 1.692 -1.967 1.755
8 Si 0.085 -1.044 1.345
9 C -0.777 -1.954 -0.077
10 C -1.006 -1.109 -1.364
11 C 0.110 -1.319 -2.435
12 S -0.643 -1.409 -4.081
13 O 0.273 -0.927 -5.033
14 O -1.062 -2.751 -4.263
15 O -1.928 -0.450 -4.119
16 O -0.895 -1.182 2.709
17 Si -1.952 0.106 2.961
18 C -3.160 0.321 1.517
19 C -3.536 1.755 1.243
20 C -3.411 2.287 -0.184
21 N -3.975 2.479 2.172
22 H 3.683 3.124 -0.914
23 H 3.275 3.028 0.798
24 H 4.978 3.135 0.259
25 H 3.482 0.886 -0.959
26 H 5.128 0.933 -0.375
27 H 2.961 -2.483 0.075
28 H 2.268 -0.875 -0.062
29 H 1.523 -3.042 1.813
30 H 2.026 -1.586 2.722
31 H 0.474 0.343 1.024
32 H -1.750 -2.333 0.240
33 H -0.149 -2.813 -0.332
34 H -1.149 -0.045 -1.174
35 H -1.921 -1.492 -1.824
36 H 0.803 -0.482 -2.366
37 H 0.587 -2.287 -2.313
38 H -2.690 -0.975 -3.823
39 H -2.765 -0.244 4.144
40 H -1.211 1.326 3.312
41 H -2.816 -0.115 0.573
42 H -4.061 -0.243 1.780
43 H -4.255 1.950 -0.791
44 H -3.440 3.376 -0.190
45 H -2.470 1.925 -0.607
46 H -4.170 3.403 1.788

=====

[7]
Computed, not measured: a 2-piece molecular cluster, C11H25P overall, with the ωB97M-V functional and the def2-TZVPD basis.

Kohn-Sham gap (alpha / beta) ... 7.85 / 7.20 eV
LUMO energy (alpha / beta) ... 0.9 / 0.2 eV

CARTESIAN COORDINATES (ANGSTROEM)
1 C -2.156 0.437 0.802
2 C -0.731 3.130 0.500
3 C 4.093 1.091 -0.607
4 C -3.023 -2.154 -0.897
5 C 3.008 -1.919 0.465
6 C -1.018 -1.947 1.666
7 C -2.602 1.520 -0.127
8 C -1.447 2.405 -0.629
9 C 2.753 0.603 -0.025
10 C -1.631 -1.598 -1.135
11 C 2.483 -0.814 -0.365
12 P -0.902 -0.683 0.323
13 H -2.103 0.708 1.850
14 H 0.060 3.763 0.104
15 H -1.426 3.756 1.056
16 H -0.287 2.410 1.183
17 H 4.917 0.511 -0.198
18 H 4.100 0.985 -1.689
19 H 4.249 2.139 -0.360
20 H -3.426 -2.572 -1.820
21 H -3.012 -2.942 -0.148
22 H -3.691 -1.366 -0.553
23 H 4.044 -2.161 0.192
24 H 3.002 -1.654 1.522
25 H 2.423 -2.826 0.322
26 H -0.466 -1.584 2.532
27 H -2.054 -2.123 1.945
28 H -0.556 -2.873 1.327
29 H -3.342 2.146 0.379
30 H -3.079 1.079 -1.007
31 H -1.844 3.131 -1.344
32 H -0.736 1.759 -1.155
33 H 1.958 1.238 -0.424
34 H 2.777 0.730 1.060
35 H -1.637 -0.893 -1.970
36 H -0.924 -2.393 -1.388
37 H 2.225 -1.039 -1.389

=====

[8]
Computed, not measured: C11H26BeBr2ClFMgN3O9P as an isolated structure in a non-equilibrium geometry, with the ωB97M-V functional and the def2-TZVPD basis.

Kohn-Sham gap ... 2.58 eV
LUMO energy ... -4.1 eV

CARTESIAN COORDINATES (ANGSTROEM)
1 C 6.402 1.777 1.585
2 C 5.391 1.960 0.713
3 C 4.910 3.303 0.136
4 O 3.547 3.168 -0.261
5 C 2.883 2.773 0.838
6 N 2.275 1.503 0.851
7 O 2.797 3.458 1.806
8 H 6.478 2.298 2.656
9 H 7.177 1.065 1.324
10 H 4.862 1.007 0.339
11 H 5.011 4.149 0.826
12 H 5.509 3.487 -0.765
13 H 2.971 0.786 1.020
14 H 1.969 1.370 -0.113
15 C -3.063 -1.119 2.032
16 O -1.994 -1.711 2.745
17 P -0.674 -1.597 1.921
18 O -0.794 -0.509 0.877
19 O -0.309 -3.031 1.437
20 C -1.300 -3.783 0.697
21 O 0.443 -1.351 2.988
22 C 0.464 -0.094 3.690
23 H -3.896 -1.835 1.799
24 H -3.470 -0.310 2.635
25 H -2.664 -0.775 1.053
26 H -1.902 -3.138 0.059
27 H -1.944 -4.311 1.399
28 H -0.785 -4.509 0.077
29 H 0.066 -0.241 4.693
30 H -0.122 0.672 3.177
31 H 1.495 0.239 3.760
32 C -2.421 -3.530 -3.451
33 O -2.523 -4.061 -2.372
34 N -1.825 -2.336 -3.667
35 C -1.729 -1.744 -4.990
36 C -1.265 -1.631 -2.533
37 H -2.816 -3.991 -4.370
38 H -0.677 -1.600 -5.250
39 H -2.237 -0.775 -4.993
40 H -2.192 -2.387 -5.733
41 H -0.499 -2.249 -2.058
42 H -2.052 -1.426 -1.802
43 H -0.814 -0.678 -2.864
44 Mg -0.313 1.034 -2.821
45 F 4.074 0.845 -1.321
46 C -3.903 2.580 -1.265
47 N -3.754 1.298 -0.538
48 O -3.804 0.283 -1.161
49 O -3.573 1.362 0.704
50 H -4.047 2.365 -2.316
51 H -4.768 3.092 -0.850
52 H -2.991 3.153 -1.105
53 Br 8.145 1.879 3.629
54 Be -1.666 0.576 0.649
55 Br 1.784 5.347 2.531
56 Cl -5.865 -2.107 1.954

=====

[9]
Computed, not measured: a 6-piece molecular cluster, C11H26F6NO11S3 overall in a non-equilibrium geometry, with the ωB97M-V functional and the def2-TZVPD basis.

Kohn-Sham gap ... 4.23 eV
LUMO energy ... 5.6 eV
Total charge ... -3

CARTESIAN COORDINATES (ANGSTROEM)
1 N 0.956 -0.311 -0.551
2 H 0.884 -1.124 0.104
3 H 0.201 -0.312 -1.304
4 H 1.853 -0.506 -1.086
5 H 0.952 0.625 -0.119
6 C -1.095 -4.372 1.841
7 F -1.456 -5.635 1.498
8 F -2.108 -3.600 1.459
9 F -0.990 -4.330 3.175
10 S 0.535 -4.000 1.012
11 O 1.485 -4.708 1.860
12 O 0.403 -4.560 -0.298
13 O 0.687 -2.549 1.104
14 C 1.577 4.890 -0.096
15 F 2.797 4.401 -0.043
16 F 1.222 5.214 1.175
17 F 1.560 6.075 -0.729
18 S 0.341 3.671 -0.797
19 O 0.639 2.495 -0.001
20 O -0.924 4.322 -0.518
21 O 0.677 3.577 -2.191
22 C 4.477 0.804 -2.001
23 C 4.045 -0.448 -2.788
24 C 5.278 -1.244 -3.281
25 O 3.012 -1.127 -2.285
26 H 5.323 1.327 -2.468
27 H 4.768 0.553 -0.969
28 H 3.615 1.469 -1.908
29 H 3.672 -0.028 -3.770
30 H 5.972 -0.555 -3.783
31 H 4.948 -2.023 -3.972
32 H 5.865 -1.729 -2.483
33 C -2.372 -0.733 -0.686
34 C -2.197 -0.862 -2.203
35 C -2.961 0.255 -2.938
36 O -0.911 -0.941 -2.566
37 H -1.936 0.215 -0.332
38 H -1.753 -1.462 -0.155
39 H -3.421 -0.813 -0.359
40 H -2.774 -1.788 -2.490
41 H -2.821 0.089 -4.010
42 H -2.550 1.254 -2.748
43 H -4.029 0.245 -2.663
44 O -1.956 -1.198 3.613
45 S -1.252 -0.034 3.173
46 O -0.557 -0.022 1.948
47 O -2.250 1.204 3.272
48 C -3.142 1.374 2.134
49 C -4.428 0.589 2.301
50 C -0.146 0.410 4.482
51 H -2.646 1.065 1.215
52 H -3.354 2.441 2.127
53 H -4.236 -0.466 2.502
54 H -4.988 0.683 1.371
55 H -5.006 0.918 3.170
56 H -0.456 -0.058 5.409
57 H 0.175 1.448 4.432
58 H 0.799 -0.077 4.210

=====

[10]
Computed, not measured: a 2-piece molecular cluster, C11H26N3 overall in a non-equilibrium geometry, with the ωB97M-V functional and the def2-TZVPD basis.

Kohn-Sham gap ... 9.95 eV
LUMO energy ... -2.7 eV
Total charge ... +1

CARTESIAN COORDINATES (ANGSTROEM)
1 C 1.206 0.933 -0.966
2 C 0.157 -0.594 0.310
3 C -0.881 0.283 -0.265
4 C -2.261 -1.863 -0.944
5 C -2.806 0.144 1.463
6 C 3.944 -0.584 0.289
7 C -0.609 2.184 -2.031
8 C 1.693 0.906 1.442
9 C -1.951 -0.425 -1.221
10 C -1.622 0.936 0.887
11 C 2.511 -0.950 -0.066
12 N -0.108 1.464 -0.794
13 N -0.174 -1.297 1.493
14 N 1.515 0.089 0.237
15 H 1.378 0.437 -1.899
16 H 1.765 1.763 -0.845
17 H 0.269 -1.878 -0.688
18 H -3.031 -2.186 -1.601
19 H -2.562 -2.063 -0.004
20 H -1.541 -2.673 -1.183
21 H -3.205 0.613 2.443
22 H -2.728 -0.889 1.757
23 H -3.452 0.100 0.658
24 H 4.085 0.351 -0.210
25 H 4.123 -0.430 1.389
26 H 4.511 -1.366 -0.048
27 H 0.256 2.674 -2.474
28 H -1.132 1.525 -2.737
29 H -1.270 2.913 -1.676
30 H 1.596 0.117 2.304
31 H 2.657 1.418 1.284
32 H 0.697 1.560 1.476
33 H -2.889 0.259 -1.208
34 H -1.640 -0.569 -2.221
35 H -0.903 1.082 1.790
36 H -2.039 1.949 0.562
37 H 2.166 -1.901 0.496
38 H 2.427 -1.326 -1.117
39 H 0.539 -1.951 1.754
40 H -0.690 -0.755 2.165